{
  "formula": "C3H8NO2",
  "method": "wB97M-V/def2-TZVPD",
  "charge": -1,
  "e_above_lowest_ev": 2.8266,
  "smiles": "N[C@H](C[O-])CO",
  "total_energy_ev": -8824.966,
  "species": ["O", "O", "N", "C", "C", "C", "H", "H", "H", "H", "H", "H", "H", "H"],
  "xyz": [[-1.15645, 1.82138, -0.87339], [0.09359, -0.12090, 2.30320], [0.50164, -1.54574, -0.47989], [-0.46483, 0.77355, -1.33785], [-0.19189, -0.29477, -0.20003], [0.40749, 0.46825, 0.97442], [-0.13739, 1.41494, 0.98102], [1.49678, 0.54217, 0.88538], [1.42061, -1.38478, -0.87975], [-0.87526, -0.13634, 2.19736], [0.49789, 0.97329, -1.88146], [-1.21976, -0.56868, 0.05405], [0.63017, -2.08925, 0.36015], [-1.00260, 0.14689, -2.10321]],
  "forces_ev_per_a": [[0.2749, -0.1034, -0.1926], [-0.3404, -0.1624, -1.1279], [0.1453, -0.1583, -1.0797], [-0.2872, -1.0091, -0.4070], [0.0614, 0.6302, 0.9377], [-0.8922, -0.0216, 0.6532], [0.6872, 0.3369, -0.3562], [-0.1671, 0.1135, 0.1255], [-0.0470, 0.1073, 0.0579], [0.4667, -0.1930, 0.5944], [0.2909, 0.2770, 0.3028], [-0.1049, 0.0055, 0.3069], [-0.0017, 0.0702, 0.2381], [-0.0857, 0.1071, -0.0530]]
}